# C34H71Br2FN4O5Si2

A structure of composition C34H71Br2FN4O5Si2 in a non-equilibrium geometry (wB97M-V/def2-TZVPD, the OMol25 dataset).

Atoms and positions in Å:
Br (1.42554, -3.60828, 0.34091)
Br (-1.87593, -1.67166, 0.98578)
Si (-4.36063, -1.59851, -1.68118)
Si (-1.74719, -2.81495, -0.94122)
F (-7.12388, -3.16986, -3.92233)
O (-0.59968, 4.44410, 1.73478)
O (-2.93635, -2.39294, -2.00765)
O (4.80791, -1.74947, -1.86109)
O (-5.22484, -4.11157, -3.38229)
O (-5.24793, 0.99252, -1.39150)
N (-1.65057, -3.66810, 4.23901)
N (5.22708, -1.00682, -2.83371)
N (-7.47481, -1.27813, -0.89763)
N (0.10661, 5.11787, 2.58378)
C (6.25591, -0.02043, -2.37905)
C (7.63493, -0.68223, -2.30382)
C (-5.45567, 1.61219, -0.13921)
C (-4.91665, 3.04604, -0.05296)
C (-0.12928, -2.37383, -1.80345)
C (5.53750, -0.95746, -5.32295)
C (-2.75055, -5.20654, 0.42233)
C (1.38311, -0.83581, -0.38306)
C (2.35790, 6.16925, 2.92679)
C (4.44253, -2.86228, -4.23294)
C (1.56565, 5.01448, 2.29088)
C (0.26511, 3.59813, 4.54326)
C (2.09118, 3.67617, 2.80630)
C (-5.35077, -2.43404, -0.30970)
C (-2.03250, -5.25905, 1.77232)
C (6.28828, 1.21023, -3.32084)
C (0.03743, 6.09879, 4.88671)
C (-1.89542, -4.66613, -0.73360)
C (6.89240, -2.49922, -3.87744)
C (-1.85753, 4.77859, 4.00035)
C (-5.84025, -3.10104, -3.52403)
C (5.87424, 0.47624, -0.99190)
C (-4.03522, 0.26023, -1.50017)
C (-0.34115, 4.89090, 3.99139)
C (-6.60475, -1.71461, 0.19587)
C (1.77261, 5.12857, 0.78765)
C (5.53627, -1.81941, -4.04964)
C (-3.00754, -5.31396, 2.96888)
C (8.00635, -1.51385, -3.53059)
C (1.16405, -2.21715, -1.00772)
C (1.76439, 3.44431, 4.28206)
C (-3.88819, 3.28897, 1.06669)
C (-3.00063, -4.04095, 3.80326)
C (-5.36511, -1.72525, -3.27647)
H (6.57570, 1.25568, -0.69566)
H (4.41541, -3.57709, -3.41323)
H (1.31739, 4.30193, 0.24650)
H (-1.36534, -4.41185, 1.89529)
H (-0.77863, 6.34402, 5.56422)
H (-4.68849, -1.48904, -4.10208)
H (1.27149, -0.85232, 0.69598)
H (-8.03206, -2.06180, -1.21143)
H (4.62665, -3.41290, -5.15467)
H (-6.33656, -0.88989, 0.84887)
H (4.86781, 0.89595, -0.98852)
H (6.35268, -0.24085, -5.37042)
H (-2.20732, 3.89466, 3.47123)
H (-1.31115, -2.88263, 3.70556)
H (2.38749, 6.13948, 4.01232)
H (-3.33532, 0.50976, -0.70089)
H (-3.01906, -6.23502, 0.17119)
H (6.38319, 2.13032, -2.74653)
H (0.91578, 5.90925, 5.50372)
H (1.35107, 6.06002, 0.40769)
H (3.16987, 3.63379, 2.64496)
H (-2.38495, -4.96322, -1.66551)
H (-0.00053, -3.08608, -2.61637)
H (1.98371, -2.38133, -1.70057)
H (2.84030, 5.12537, 0.57492)
H (-4.34389, 3.84088, 1.88504)
H (-6.17423, -1.00393, -3.27016)
H (6.81955, -3.24905, -3.08372)
H (-4.01426, -5.46902, 2.57631)
H (5.36701, 1.29566, -3.89482)
H (-8.11282, -0.56211, -0.58343)
H (-3.63583, -4.18201, 4.67732)
H (-5.77836, 3.67786, 0.15658)
H (2.33556, 4.13025, 4.91287)
H (3.39128, 6.12258, 2.58379)
H (7.66461, -1.33318, -1.42455)
H (-2.77162, -6.17237, 3.59520)
H (7.12367, 1.18551, -4.02050)
H (-3.02001, 3.83298, 0.70728)
H (4.59841, -0.41183, -5.42157)
H (-5.68651, -3.38932, -0.72441)
H (-0.91277, -5.13131, -0.73293)
H (-1.63249, -3.43356, 5.21764)
H (8.92706, -2.06259, -3.32625)
H (5.91796, -0.31510, -0.24689)
H (1.65568, 2.86620, 2.21269)
H (-7.13918, -2.42824, 0.83253)
H (7.13467, -3.03947, -4.79456)
H (-2.31435, 5.65568, 3.53925)
H (5.64005, -1.60695, -6.19183)
H (1.94738, 7.13296, 2.62359)
H (-0.31867, -1.39845, -2.25896)
H (-0.25252, 2.74600, 4.09121)
H (-5.04057, 0.98878, 0.65699)
H (-4.73979, -2.69036, 0.55520)
H (0.22643, 6.99067, 4.29174)
H (-1.41730, -6.15664, 1.77671)
H (8.38109, 0.09780, -2.13903)
H (-3.46664, -3.24507, 3.21666)
H (3.46239, -2.38863, -4.30834)
H (8.22491, -0.86524, -4.38281)
H (-4.53431, 3.35797, -1.01979)
H (-2.21276, 4.71056, 5.02813)
H (2.07706, 2.43934, 4.56991)
H (0.72373, -0.09370, -0.82394)
H (0.06275, 3.55216, 5.61524)
H (-3.69701, -4.66869, 0.48319)
H (-3.54262, 0.56546, -2.42921)
H (-6.53566, 1.62441, 0.01155)
H (-3.51818, 2.35822, 1.49556)
H (2.40803, -0.52527, -0.58188)

Its LUMO energy (alpha / beta) is 0.46 / 0.24 eV. The gap between HOMO and LUMO (alpha / beta) comes out at 8.853 / 9.194 eV. As for the spin multiplicity: 3. The total charge is 0.

Löwdin population analysis, charges in e, atoms 1 to 99: 0.701, 0.521, 0.522, 0.120, 0.090, -0.028, -0.269, -0.031, 0.133, -0.202, 0.004, -0.091, 0.013, -0.094, -0.482, -0.135, -0.247, -0.199, -0.294, -0.034, -0.260, -0.155, -0.035, -0.041, -0.499, -0.132, -0.132, -0.215, -0.223, -0.026, -0.026, -0.255, -0.133, -0.048, -0.543, -0.048, -0.234, -0.480, -0.314, -0.042, -0.498, -0.202, -0.171, -0.778, -0.169, -0.101, -0.300, -0.121, 0.087, 0.081, 0.079, 0.043, 0.079, 0.109, 0.044, 0.075, 0.088, 0.091, 0.088, 0.058, 0.064, 0.022, 0.058, 0.065, 0.112, 0.079, 0.074, 0.092, 0.124, 0.086, 0.089, 0.057, 0.086, 0.065, 0.083, 0.127, 0.102, 0.080, 0.069, 0.104, 0.097, 0.102, 0.089, 0.124, 0.103, 0.074, 0.058, 0.091, 0.083, 0.055, 0.057, 0.113, 0.080, 0.124, 0.104, 0.124, 0.098, 0.089, 0.091

# C22H18BrN3O4Pd

A structure of composition C22H18BrN3O4Pd in a non-equilibrium geometry (wB97M-V/def2-TZVPD, the OMol25 dataset).

Atoms and positions in Å:
Pd (0.99299, -0.28899, -0.39110)
Br (-2.43939, 1.65421, 1.15251)
O (4.46165, 0.61302, 1.69542)
O (0.79525, 0.30708, 2.75439)
O (-1.05665, -1.05903, 2.85332)
O (2.84196, 0.38218, 0.18624)
N (0.90947, 0.48942, -2.21660)
N (-0.68852, -1.10314, -1.15951)
N (1.21134, -1.74484, 0.99518)
C (-0.82838, 1.47771, 5.04402)
C (-1.94010, 1.98718, 2.99808)
C (-1.11009, 1.14983, 3.71551)
C (-0.13075, 0.37671, -4.36656)
C (-1.20108, 2.69609, 5.53202)
C (-0.99555, -0.74963, -2.38352)
C (1.76592, 1.79574, -4.03875)
C (3.72304, -0.13858, 1.06290)
C (-2.02021, -1.31748, -3.18222)
C (-2.17735, -0.86754, -4.56283)
C (2.51595, -2.53141, 1.06348)
C (-1.63605, -1.80520, -0.51086)
C (-0.05413, 0.03005, -2.99932)
C (-2.04181, 3.56939, 4.81029)
C (0.82462, 1.23813, -4.88003)
C (-2.92065, -2.17729, -2.53049)
C (-1.18778, -0.16895, -5.17341)
C (-0.43893, 0.00037, 3.08037)
C (1.80558, 1.36536, -2.69946)
C (-2.62667, -2.48114, -1.23238)
C (3.85469, -1.65853, 0.99856)
C (-2.34646, 3.21521, 3.51500)
H (-1.51011, -1.89461, 0.58238)
H (0.75406, 1.48759, -5.94662)
H (-0.90897, 2.84487, 6.55390)
H (1.21752, -1.14646, 1.84579)
H (-3.10278, -1.12683, -5.01969)
H (-3.91829, -2.27624, -3.01275)
H (4.40779, -2.00691, 0.11215)
H (2.50646, -3.26006, 1.86799)
H (0.36145, -2.38176, 1.12256)
H (-3.17184, -3.18456, -0.66926)
H (2.55198, -3.21384, 0.13988)
H (2.56548, 1.67222, -2.03599)
H (4.60763, -1.91390, 1.80267)
H (-1.23684, 0.19156, -6.21365)
H (-2.80830, 3.96271, 2.93620)
H (-0.30914, 0.80586, 5.74589)
H (-2.30415, 4.53005, 5.30321)
H (2.43619, 2.65443, -4.24490)

Its LUMO energy (alpha / beta) is -1.39 / -2.35 eV. The energy above the lowest of the compared OMol25 structures with the same formula, charge and spin is 67.6 kcal/mol. The gap between HOMO and LUMO (alpha / beta) comes out at 5.821 / 5.613 eV. As for the spin multiplicity: 3. The total charge is 0.

Computed natural (NBO) charges, given in elementary charges: 1.143, -0.005, -0.581, -0.776, -0.747, -0.719, -0.485, -0.474, -0.904, -0.169, -0.025, -0.144, -0.090, -0.206, 0.140, -0.240, 0.776, -0.066, -0.176, -0.212, 0.095, 0.222, -0.219, -0.125, -0.113, -0.174, 0.754, 0.084, -0.247, -0.541, -0.246, 0.261, 0.226, 0.207, 0.456, 0.222, 0.236, 0.235, 0.204, 0.399, 0.234, 0.180, 0.237, 0.245, 0.227, 0.220, 0.222, 0.218, 0.243

# C20H18F6N4O4PdS2Sb

A structure of composition C20H18F6N4O4PdS2Sb (wB97M-V/def2-TZVPD, the OMol25 dataset).

Atoms and positions in Å:
Sb (-1.86364, 1.27543, -1.89359)
Pd (-0.22096, 0.30447, 1.21078)
S (3.92380, -0.00384, -0.78419)
S (1.80260, -1.56113, 0.24726)
F (6.14718, -1.30766, -0.67418)
F (2.95625, -3.58424, 1.40573)
F (6.14435, 0.40639, -2.00604)
F (0.79811, -3.70678, 1.19922)
F (5.14798, -1.42764, -2.59625)
F (2.07559, -4.01703, -0.52842)
O (0.66415, -1.32310, -0.61728)
O (3.23898, 0.65644, -2.01633)
O (4.20031, 0.93694, 0.24880)
O (1.60053, -0.86183, 1.52936)
N (3.19631, -1.30527, -0.39854)
N (-2.20978, -1.40879, -0.74520)
N (0.59752, 1.78213, -0.07977)
N (-2.06308, 1.29991, 1.18428)
C (-2.58217, 1.59279, 2.38284)
C (2.52527, 2.00772, -2.06095)
C (-2.40513, -3.06701, -2.83229)
C (2.62759, 2.74183, -0.77580)
C (-2.25269, -1.70243, -3.08119)
C (1.68083, 2.47168, 0.23276)
C (5.49394, -0.65597, -1.59821)
C (-1.80560, 1.19090, 3.60093)
C (-2.36518, -2.70592, -0.43503)
C (-2.46072, -3.55988, -1.53699)
C (1.95048, 2.81598, 1.65948)
C (-2.69897, 1.65692, 0.04643)
C (-3.81189, 2.24474, 2.47971)
C (-4.48436, 2.59867, 1.33191)
C (1.10929, 1.67457, -2.40123)
C (1.94092, -3.38049, 0.61140)
C (-3.91239, 2.30692, 0.08951)
C (-2.14325, -0.95536, -1.92277)
C (-2.48628, -3.13893, 0.98481)
C (0.21309, 1.56435, -1.41049)
H (-3.52888, -3.07758, 1.30416)
H (-2.49790, -3.74784, -3.67026)
H (-2.21558, -1.27937, -4.07382)
H (-2.61096, -4.61756, -1.35903)
H (2.53039, 3.73570, 1.72715)
H (0.85326, 1.51466, -3.44100)
H (3.04893, 2.51476, -2.86767)
H (2.55094, 2.02648, 2.12088)
H (3.49159, 3.35635, -0.56619)
H (-2.18236, 0.25505, 4.01839)
H (-1.89084, -2.50532, 1.64282)
H (-2.16325, -4.17080, 1.10411)
H (-5.43708, 3.10923, 1.38667)
H (1.02199, 2.94857, 2.21474)
H (-1.87443, 1.95102, 4.37827)
H (-4.42054, 2.59742, -0.82146)
H (-4.21533, 2.47190, 3.45752)
H (-0.72894, 1.06190, 3.39422)

Its LUMO energy (alpha / beta) is -9.05 / -12.50 eV. The energy above the lowest of the compared OMol25 structures with the same formula, charge and spin is 0.0 kcal/mol. The gap between HOMO and LUMO (alpha / beta) comes out at 9.402 / 6.128 eV. As for the spin multiplicity: 5. The total charge is +3.

Computed natural (NBO) charges, given in elementary charges: 1.402, 1.257, 2.190, 2.218, -0.254, -0.254, -0.263, -0.291, -0.261, -0.266, -0.944, -0.706, -0.847, -0.967, -1.189, -0.334, -0.491, -0.554, 0.248, -0.010, -0.098, -0.018, -0.238, 0.245, 0.841, -0.646, 0.248, -0.200, -0.677, -0.141, -0.196, -0.087, -0.168, 0.803, -0.228, 0.029, -0.653, -0.216, 0.272, 0.277, 0.268, 0.273, 0.282, 0.261, 0.279, 0.278, 0.265, 0.274, 0.216, 0.266, 0.272, 0.237, 0.287, 0.257, 0.268, 0.181

# CHN4O2

A cluster of 2 separate species, CHN4O2 in total in a non-equilibrium geometry (wB97M-V/def2-TZVPD, the OMol25 dataset).

Atoms and positions in Å:
O (2.77974, -0.55249, -0.70785)
O (1.98854, 0.58133, -0.70038)
N (-1.21558, 1.32421, -0.06948)
N (-1.04568, -0.81722, 0.52529)
N (-2.43858, 0.76621, 0.13207)
N (-2.32214, -0.45102, 0.48283)
C (-0.46915, 0.30835, 0.18897)
H (2.72284, -1.15936, 0.14855)

Its LUMO energy (alpha / beta) is 2.42 / 3.47 eV. The energy above the lowest of the compared OMol25 structures with the same formula, charge and spin is 183.9 kcal/mol. The gap between HOMO and LUMO (alpha / beta) comes out at 7.175 / 8.697 eV. As for the spin multiplicity: 1. The total charge is -1.

Computed natural (NBO) charges, given in elementary charges: -0.428, -0.139, -0.473, -0.488, -0.170, -0.157, 0.401, 0.454